Record 1
A structure of composition C16H41O13P3S in a non-equilibrium geometry. Source: OMol25; level of theory: ωB97M-V/def2-TZVPD.

LUMO energy: 0.118 eV
HOMO level: -9.771 eV

Element x y z (Å)
C 8.6672 0.6666 2.9568
H -7.0847 0.9454 -1.0272
H -2.3316 -0.1667 2.5257
S -5.2430 1.3247 1.8181
H -10.1289 -3.5690 -0.6307
C -11.3460 2.4722 -3.0960
P -9.7607 -0.6816 -2.8086
C 3.3413 0.4413 1.4415
C 8.3452 -1.7901 -1.3570
O 8.4164 -1.5848 0.0570
H 10.4531 -2.0231 -1.7890
P 9.4036 -0.4408 0.6404
H 1.1996 0.6831 2.9096
C -9.9179 1.9768 -3.0102
H 9.3808 -2.8502 -2.9257
O -3.0337 1.3348 -0.3304
C 11.9475 -0.8898 1.2443
H -11.4280 3.3043 -3.7972
O -3.7185 1.9822 2.0685
H -10.6961 -4.7636 -1.8176
H -9.3558 -3.6773 -2.2050
H -12.2816 -2.8909 -1.7805
H -9.2886 2.7481 -2.5597
H -12.0234 1.6786 -3.4105
O -9.8290 0.8249 -2.1721
H 6.6870 0.8001 2.0949
H 4.3914 0.5114 1.1550
C 1.7574 1.6087 2.7018
H 0.0121 1.9549 -0.1733
O -2.3563 -0.1359 1.5582
H 1.7596 2.8553 0.8913
O -10.9214 -1.3931 -1.9289
H 2.7269 0.5935 0.5468
H 3.2034 -0.5881 1.7989
C 9.5257 -2.5923 -1.8759
H -11.4225 -2.8509 -3.3182
O 8.9948 -0.5144 2.2235
O 3.1242 1.3904 2.4600
O 8.8131 0.8576 0.2392
H -9.5138 1.7724 -4.0018
C -0.0839 1.7043 0.8853
H 6.9107 1.7682 3.5633
H 13.0761 -0.4165 3.0186
H -5.6660 0.6763 -2.0604
H -11.6879 2.8099 -2.1161
C -7.1786 -0.8526 -2.2217
H -7.0535 -1.1385 -3.2682
C 7.1673 0.8284 3.0725
O -8.5488 -1.0928 -1.8031
H 9.1225 1.5483 2.5051
O 10.6609 -1.4497 0.8806
H 11.4887 0.3358 2.9684
H -7.1771 1.2419 -2.7580
H -6.5571 -1.5167 -1.6227
C 1.0515 2.4497 1.6127
H -0.0325 0.6252 1.0179
H 9.6504 -3.5069 -1.2969
O -1.3477 2.2791 1.3221
H 6.7434 0.0077 3.6540
H 11.6143 -1.3823 3.3212
C 12.0374 -0.5746 2.7261
H 0.5697 3.2915 2.1124
H 8.2727 -0.8267 -1.8701
H 7.4197 -2.3335 -1.5445
C -11.3044 -2.7356 -2.2367
H 12.1520 -0.0012 0.6433
C -6.7512 0.5845 -1.9987
C -10.3150 -3.7497 -1.6891
H -5.2608 0.1007 2.3971
H 12.6912 -1.6414 0.9836
H 1.7095 2.1839 3.6293
P -2.6057 1.3670 1.0588
O -10.3392 -0.4641 -4.1553
H 9.1025 0.5556 3.9530

Record 2
A structure of composition C29H53O20S5Zn in a non-equilibrium geometry. Source: OMol25; level of theory: ωB97M-V/def2-TZVPD.

LUMO energy: -4.118 eV
HOMO level: -11.167 eV
Total charge: +1

Element x y z (Å)
H -6.1269 3.1095 -1.3068
H -0.2183 -0.3756 4.5179
O -0.2798 4.6772 -4.8167
C 1.2178 -4.0158 1.1697
H -5.8373 4.4809 -0.1659
S 0.6637 4.5831 -3.5088
H 1.4991 -0.3618 4.0310
O 3.3424 -6.2742 -0.6281
H -3.4863 4.4642 -0.4755
C -5.5254 3.9896 -1.0826
C -2.6664 0.4643 -1.2675
H 3.4148 -1.7233 3.0247
H -3.9566 -2.4845 0.4984
C -3.4871 -2.3375 1.4667
C 3.8374 -1.7198 2.0181
H 3.5505 -6.9907 1.8632
H 1.3106 0.6994 -2.4205
H -0.3566 -3.4437 -1.5191
H 0.2170 -1.2656 3.1337
O 6.5042 1.6876 2.3593
H -3.5145 -1.3058 1.8082
S 5.1085 1.9893 2.2142
C 2.8030 -6.2339 1.6500
O 0.5050 2.0554 3.7637
C 4.8580 -0.6060 1.8788
H 1.0896 0.9720 2.1256
H 2.6710 -5.8301 3.6875
H -3.6044 -0.0299 -1.0124
O 0.1492 -0.4269 -4.7573
S -1.7640 -2.8791 1.2831
H -1.9600 -5.1215 2.8257
O -2.5675 0.9973 1.2591
O 4.4631 2.9418 3.0672
H 5.1997 -0.6400 0.8392
C -1.5175 3.6290 3.4002
O 1.0446 4.4713 3.8293
H 5.6188 3.1428 0.2403
H -1.3571 -5.3177 5.3282
C -2.0210 -1.1671 -4.2603
C 0.3093 0.9195 2.8900
H -2.4926 -0.5092 -4.9795
S -2.5722 1.7161 0.0221
C -2.7856 -1.9350 -3.4648
O -1.7738 -4.1626 0.6180
C 4.7760 2.5032 0.4914
H -3.8936 -2.9954 2.2311
H 2.8120 1.0200 -1.6010
C -0.8277 -2.9038 -2.3314
H 1.6436 -4.1764 -0.8410
C 1.8408 -4.6043 0.1358
C 1.8851 3.3456 -4.0597
O -1.3561 -3.1414 2.8081
H -1.7645 3.0837 4.3024
H 1.0465 -2.3077 -3.1116
H 1.4161 2.4639 -4.4973
O -3.9601 2.4444 -0.2187
H 5.7355 -0.8075 2.4977
H -3.8424 -1.8961 -3.6944
C -2.0263 4.1412 -6.2679
C 1.5901 -0.3136 -0.4954
C -0.0280 -2.1858 -3.1407
C 1.7284 0.9107 -1.4244
H 2.3872 3.8388 -4.8921
H -2.1429 3.9906 -4.1757
H -2.7790 -4.0552 4.0227
H 0.6831 -3.0927 0.9690
H -5.7415 4.6234 -1.9445
S 0.2842 3.4938 3.1042
C 2.6881 -5.7860 0.2660
O -0.1682 3.9949 -2.4593
H -1.6991 4.6941 3.5343
O 0.5288 3.3696 1.6657
H 2.9473 -1.4616 1.4258
H -0.4212 -3.8846 5.1116
H 1.9706 -0.1265 0.5058
C -4.0339 3.6656 -0.9786
H 0.5312 -0.5694 -0.4369
C -2.2808 -2.7390 -2.3772
H 3.8237 3.0231 0.5474
H -1.4653 3.7865 -7.1288
O 1.2082 2.1257 -1.0121
C -1.3866 3.7662 -4.9372
O 1.3552 5.8322 -3.3624
O -3.1442 -3.2305 -1.6597
O -0.9355 -1.8228 0.7843
O -1.5051 2.6476 -0.2854
O 0.8799 -3.8155 3.5155
C 1.4056 -4.4025 2.6053
H -2.2387 5.2064 -6.3030
H -1.9107 3.2481 2.4653
H 2.1235 -1.1293 -0.9863
H -3.5225 3.4853 -1.9295
H 2.5715 3.0734 -3.2646
Zn 0.2959 3.7188 -0.3621
H -0.6122 0.9051 2.2988
H 4.7140 1.7078 -0.2479
C -0.8465 -4.7324 4.5663
C 2.3015 -5.5821 2.6979
C 0.4706 -0.3517 3.6683
H 0.0108 -5.2306 4.1171
O 4.2911 0.5892 2.3858
H -1.9137 -0.3050 -1.0849
H -2.5816 0.8363 -2.2824
C -1.8420 -4.2762 3.5053
H -1.0795 2.7345 -4.7516
C -0.5639 -1.1628 -4.1136
H -3.0167 3.6764 -6.3075
H 4.0772 -2.6904 1.5905

Record 3
A structure of composition C11H20MnN3O4PS4. Source: OMol25; level of theory: ωB97M-V/def2-TZVPD.

LUMO energy (alpha / beta): -9.098 / -8.745 eV
HOMO level (alpha / beta): -15.393 / -15.343 eV
Expectation value of S²: 1.13
2S+1: 2
Total charge: +2

Element x y z (Å)
C 0.3555 3.4216 2.1658
Mn -0.1957 0.1981 0.2845
H -3.7648 0.0961 0.4097
H -0.2851 4.1841 2.6070
H -3.8718 -3.7582 2.0126
H -3.5043 -0.1074 -1.3077
H -1.5973 -3.1067 1.7455
C -3.5528 -0.6466 -0.3596
H 1.5909 2.2210 0.1502
H -4.2973 -4.8184 -0.0372
C -0.1298 3.1200 0.7568
H -5.6910 -2.9736 0.7624
C -2.3940 -2.4180 1.4589
C -1.5591 2.5732 0.8104
O 0.9043 -0.9364 2.7874
H -4.2346 -2.1164 -2.4334
N -4.6002 -1.6625 -0.4239
H 0.9856 4.7357 -0.1368
H -1.1225 -3.4489 -1.1583
H -5.2692 -3.2696 -1.5787
H 1.3754 3.8073 2.1422
C 0.4820 -0.5242 1.8227
H -0.7301 5.0642 0.1410
P -1.9090 -1.4173 -0.0225
S 2.8461 -2.9693 0.7297
N -3.2255 -3.4860 -1.2116
C -3.4040 -4.1947 0.0028
O -1.6374 1.2398 0.7705
H -2.5356 -4.8019 0.2580
C -0.0157 4.3063 -0.1772
S 3.2036 -1.2302 -0.2674
N -3.6283 -3.2198 1.1787
H 0.3191 2.5338 2.7991
S 1.0704 -3.5563 0.4648
C -4.3855 -2.6365 -1.4894
H -1.8560 -2.3197 -2.2827
H -2.5965 -1.7560 2.3033
H -0.2499 4.0256 -1.2033
H -4.9432 -1.5999 1.6328
O 0.6540 1.9964 0.2085
C -4.8288 -2.3087 0.8134
C -1.9588 -2.7604 -1.2892
O -2.5209 3.2765 0.8996
S 1.5662 -0.5597 -1.1008

Record 4
A cluster of 2 separate species, CH2Br2NO in total in a non-equilibrium geometry. Source: OMol25; level of theory: ωB97M-V/def2-TZVPD.

LUMO energy: 3.022 eV
HOMO level: -3.871 eV
Total charge: -1

Element x y z (Å)
Br -3.5134 -0.3296 0.0118
Br 0.1549 -2.0608 -0.0137
O 1.1125 1.8132 0.0165
H 2.0343 0.2693 0.2916
N 1.1219 0.5538 0.0315
C 0.0461 -0.2353 -0.0232
H -0.9564 -0.0106 -0.3145

Record 5
A structure of composition C32H37Br3N2O5PSTi in a non-equilibrium geometry. Source: OMol25; level of theory: ωB97M-V/def2-TZVPD.

LUMO energy (alpha / beta): -0.975 / -1.114 eV
HOMO level (alpha / beta): -7.586 / -8.253 eV
Expectation value of S²: 0.75
2S+1: 2

Element x y z (Å)
H 4.3453 0.4299 -3.1185
C -0.8548 -2.4592 5.1126
H -0.3873 -2.1877 8.5414
C -0.6984 -1.8289 2.3402
H -3.0396 -3.5804 6.3834
H -2.7729 -4.3833 -0.1649
O -0.6077 -1.4680 1.0671
C -4.5267 0.6974 -2.5265
H -2.2002 -6.0489 1.4110
H -1.7411 -5.6944 3.0780
H 0.3780 -0.7125 5.3833
H -2.9159 -1.8767 6.8301
C 3.9183 -2.2533 1.1599
C 2.6492 1.3504 -4.0436
C -2.1666 -3.6374 0.3518
O -1.3559 -3.4837 -2.9216
C 2.5993 -1.8723 1.0028
H -1.3964 3.8161 0.3091
O 0.5941 -2.4661 -1.7995
C 2.5283 0.1804 -1.9799
S -0.5767 -2.2911 -2.8063
H -0.4889 -4.5491 7.8374
Br 6.6443 -2.2973 0.3671
C -2.4712 -2.8629 6.9765
C -0.2556 -1.8743 7.5045
O -0.0561 -1.7160 -4.0219
C -0.3931 -4.2505 6.7910
H 0.6656 -4.2629 6.5246
C 3.0837 -0.6507 -0.8903
H -5.2178 -0.1177 -2.6961
H -1.7735 1.3343 2.3706
C -1.4342 -2.9632 2.7683
H -3.7063 3.7506 -3.7343
C -3.6729 2.8629 -3.1154
C -2.2150 -3.9286 1.8537
Br 0.9290 0.4825 2.8252
C 1.2897 1.5876 -3.9763
H -2.0285 3.5800 -1.9551
H 4.2141 -2.8878 1.9818
C -1.4804 -3.2251 4.1305
H -4.2673 -4.5918 1.6510
C 4.8334 -1.8049 0.2243
H -1.1606 -3.7122 -0.0572
C 0.6069 1.0939 -2.8804
H 0.8163 -1.8509 7.2978
H 0.7649 2.1078 -4.7630
H -3.1881 2.0164 1.5233
H -2.5793 -3.1375 8.0282
C -0.6484 3.0330 0.1809
H -2.8873 0.2613 1.5242
C 4.4242 -1.0016 -0.8238
H 1.8418 -2.2137 1.6965
H -2.5684 -2.6569 0.1015
H -3.5098 -0.3205 -0.9474
C -4.5776 1.8340 -3.3233
C 3.2895 0.6350 -3.0433
C -3.6944 -3.9004 2.2724
H 5.1374 -0.6637 -1.5584
H -0.0114 2.9998 1.0653
C -3.5711 0.5896 -1.5315
C -0.1331 -1.3600 4.6858
H -3.8369 -4.1868 3.3156
C -0.9871 -2.8499 6.5823
O -1.3254 -1.1866 -2.0217
H -0.0183 3.2697 -0.6777
H -0.6502 -0.8606 7.4093
C -2.6627 1.6244 -1.3061
H -2.0521 -4.0864 4.4512
H -5.3171 1.9118 -4.1097
H -0.4686 1.1937 -2.8052
H -0.9029 -4.9967 6.1800
C -2.4184 1.2452 1.4976
C -0.0689 -1.0657 3.3353
N 2.1886 -1.0865 0.0082
Br 3.6427 1.9708 -5.5133
C -1.6552 -5.3487 2.0472
C -2.7213 2.7613 -2.1082
P -1.4018 1.3797 -0.0172
H -0.6020 -5.3851 1.7617
H -4.1100 -2.8994 2.1369
Ti 0.0787 -0.9509 -0.6039
N 1.2093 0.4204 -1.9029

Record 6
A structure of composition C18H20IIrN2O5PS2 in a non-equilibrium geometry. Source: OMol25; level of theory: ωB97M-V/def2-TZVPD.

LUMO energy: 2.750 eV
HOMO level: -4.585 eV
Total charge: -1

Element x y z (Å)
O 3.0597 -2.6186 -0.7921
H 4.8599 -0.6549 1.1891
H -0.9971 -4.6431 -0.9793
C -4.8437 0.4793 -1.8117
N -1.5488 -0.8855 -1.0517
O 0.6149 2.8863 2.8389
H 2.9635 0.6166 0.2218
C -5.0907 2.8074 -1.3618
H 4.3385 -0.2269 2.8293
H 0.0655 -6.8810 -1.1388
H -3.3280 -1.6264 -1.5915
C 0.8387 -3.5795 -0.8835
C -2.9288 1.7518 -0.9915
C -2.7809 -0.7173 -1.3535
H 2.0108 4.2224 2.0634
O 2.3277 1.3335 2.0597
P 0.8596 1.8506 1.6506
S -0.4738 0.3984 1.7847
H 2.3625 -0.6049 1.3527
H 1.6713 4.3342 3.7954
S 0.9927 2.7067 -0.1383
C 2.8378 -4.9433 -0.9646
C -3.7853 2.8826 -0.9496
O 0.9090 -1.2296 -0.5491
H -3.3559 3.8073 -0.5866
H -5.7101 3.6968 -1.3308
H 2.4749 -1.8255 -0.7367
C 2.0630 -6.0814 -1.0585
C 0.1674 -2.2545 -0.8366
C 2.9544 0.3071 1.2704
I 0.6699 0.6340 -3.2364
O -1.7035 1.9096 -0.6234
C 4.3572 0.1038 1.7902
N -1.1010 -2.1976 -1.0791
H 3.9190 -4.9919 -0.9570
C -5.6387 1.5989 -1.8181
C 2.2409 -3.6840 -0.8765
C -3.5026 0.5216 -1.3946
H -6.6651 1.5490 -2.1560
H 2.5428 -7.0505 -1.1270
Ir -0.1627 0.5696 -0.7409
H -5.2480 -0.4752 -2.1325
H 4.9254 1.0331 1.7310
C 1.2181 4.1897 2.8140
C 0.1623 5.2348 2.5287
H 0.6072 6.2316 2.5557
H -0.2686 5.0687 1.5417
H -0.6351 5.1810 3.2701
C 0.6740 -5.9895 -1.0628
C 0.0795 -4.7452 -0.9766

Record 7
A structure of composition C10H13F2NO7P2S3Sr in a non-equilibrium geometry. Source: OMol25; level of theory: ωB97M-V/def2-TZVPD.

LUMO energy: 4.360 eV
HOMO level: -2.137 eV
Total charge: -2

Element x y z (Å)
H -1.2436 -2.6408 -3.5535
F 2.0817 -1.1758 3.1449
C 1.3198 -2.0015 -1.9058
O -1.7728 -3.7635 4.3129
C 0.6677 2.5600 -0.3580
S -2.2189 3.0726 2.2154
C 1.5848 1.7164 -0.9873
C 1.6567 4.4809 -1.4933
C 2.5661 3.6268 -2.1089
H 0.7987 -1.6824 -1.0150
C 2.5211 2.2546 -1.8552
H -2.8990 -0.8451 2.5684
O -4.4552 -2.4175 0.1817
H 3.3180 4.0293 -2.7799
S -0.5177 4.7249 0.3138
H 1.2292 -3.0821 -2.0102
H 2.3686 -1.7283 -1.8038
H 1.6854 5.5500 -1.6772
S 0.6901 -1.1843 -3.3872
H -1.3938 -1.4875 -2.2049
C 1.7948 -0.3739 1.9334
H 3.2324 1.5958 -2.3426
C 0.7137 3.9395 -0.6280
N -0.2937 2.1605 0.5538
O -0.4081 -2.9586 2.2906
O -2.9120 -3.0450 2.1325
C -1.0603 -1.6136 -3.2357
H 2.4713 0.4833 2.0591
P -3.2823 -1.9428 0.9156
P -1.7529 -2.7828 3.2248
O -3.5217 -0.6054 1.8146
H 0.3217 -2.9997 2.9368
O -1.9775 -1.7351 0.1745
Sr -0.9826 -0.5638 1.6921
H -1.6185 -0.9317 -3.8784
O -1.7695 -1.2913 3.5779
F 2.5017 -1.1506 0.9081
C -0.9989 3.1510 1.0380
H 1.5557 0.6573 -0.7638

Record 8
The molecule C6H7NO in a non-equilibrium geometry. Source: OMol25; level of theory: ωB97M-V/def2-TZVPD.

LUMO energy: 0.838 eV
HOMO level: -9.285 eV
Structure (SMILES): C#C[C@@H]1OC[C@H]2N[C@H]12

Element x y z (Å)
C -0.8839 0.4347 -0.7579
C 1.9157 -0.0288 0.1316
H -0.0444 0.5602 -1.3650
C 0.5732 -0.4495 0.7927
C -0.3998 0.6295 0.6567
C 2.8924 0.2491 -0.4845
H -2.2118 -1.2104 0.1420
H -1.2693 -1.6986 -1.3958
O -0.0561 -1.5999 0.1023
H -1.7855 1.9708 0.3911
H 3.8258 0.8603 -0.7693
H 0.8757 -0.8045 1.7528
H -1.2046 0.3802 1.3029
N -0.9177 1.7774 -0.0076
C -1.3099 -1.0704 -0.4919